one:
7
Properties=species:S:1:pos:R:3:lowdin_charge:R:1 method="wB97M-V/def2-TZVPD" lumo_ev="3.74 / 3.87" mol_weight_da=95.17 multiplicity=1 e_homo_ev="-2.23 / -4.00" gap_ev="5.96 / 7.87" charge=-1
C 0.0384 0.1556 -0.0031 -0.10
O 1.1761 0.6136 3.2911 -0.77
S 2.6085 -1.6154 2.4885 -0.13
S 2.0130 0.1764 2.1432 0.09
H -0.2113 0.7322 0.9731 -0.03
H -0.0855 -0.9177 -0.0393 -0.06
H 0.9321 0.4437 -0.6936 -0.01


two:
7
Properties=species:S:1:pos:R:3:lowdin_charge:R:1 method="wB97M-V/def2-TZVPD" lumo_ev="3.87 / 3.86" mol_weight_da=95.17 multiplicity=1 e_homo_ev="-2.43 / -3.73" gap_ev="6.30 / 7.59" charge=-1
C 1.3985 -0.0929 0.1208 -0.11
O -1.6790 0.8394 -1.2092 -0.76
S -2.3682 -1.1794 0.6079 -0.15
S -1.3056 0.4140 0.1893 0.14
H 1.2371 0.4068 -0.8546 -0.04
H 1.4485 -1.1559 0.3188 -0.03
H 1.2687 0.7678 0.8270 -0.05


Which structure is the least stable? The one labeled one.


one:
27
Properties=species:S:1:pos:R:3:lowdin_charge:R:1 method="wB97M-V/def2-TZVPD" lumo_ev=3.49 mol_weight_da=170.19 multiplicity=1 e_homo_ev=-4.83 gap_ev=8.32 charge=-1
C 1.6505 -0.7712 0.6148 -0.16
C 2.6544 0.3657 0.6821 -0.09
C 0.6265 -0.6280 1.7410 -0.49
N -0.6341 -1.1104 1.5600 0.05
C -1.2587 -1.5514 0.3123 -0.17
C -1.6542 -0.4058 -0.6568 -0.36
O -0.6932 -0.0401 -1.5559 -0.32
O 0.9529 -0.2267 2.8580 0.00
H 2.0420 -1.7774 0.7730 0.12
H 1.1331 -0.7249 -0.3395 0.07
H 3.6111 0.0566 0.2333 0.07
H 3.0546 0.4953 1.6809 0.06
H 2.2474 1.2491 0.2051 0.07
H -1.1612 -0.9827 2.4103 0.13
H -0.5527 -2.2110 -0.1948 0.09
H -2.0667 -2.2142 0.6216 0.11
H -1.8497 0.4421 0.0156 0.08
H -2.5566 -0.7928 -1.1701 0.10
H 0.5409 2.4843 -1.3976 0.02
H -0.4511 1.4868 -1.8348 -0.01
O -0.2601 2.4779 -1.9409 -0.14
H 0.6941 -2.5148 -1.8202 -0.02
H 0.1406 -1.1812 -2.4258 0.00
O 0.6050 -2.0521 -2.6533 -0.13
H -1.5491 3.1832 -0.5987 0.00
H -1.7973 2.2956 0.6339 0.00
O -1.7159 3.2162 0.3608 -0.10


two:
27
Properties=species:S:1:pos:R:3:lowdin_charge:R:1 method="wB97M-V/def2-TZVPD" lumo_ev=3.52 mol_weight_da=170.19 multiplicity=1 e_homo_ev=-4.67 gap_ev=8.19 charge=-1
C 1.1793 0.7702 -0.6022 -0.48
N -0.2715 0.2580 -0.5708 -0.09
C -0.3584 -1.1147 -1.0193 -0.27
C -0.9413 -1.1903 -2.4757 -0.08
C -0.8165 0.4605 0.7868 -0.18
C 0.0362 1.5809 1.3117 -0.27
O 1.3146 1.4622 0.8046 -0.11
O 2.0647 -0.1417 -0.6819 -0.16
H 1.2675 1.6629 -1.2395 0.13
H -0.9869 -1.7785 -0.4169 0.10
H 0.6328 -1.5647 -1.0513 0.09
H -1.9248 -1.6648 -2.4591 0.05
H -0.3601 -1.8452 -3.1304 0.05
H -0.8884 -0.1693 -2.8321 0.06
H -1.9073 0.5687 0.7344 0.11
H -0.7652 -0.4989 1.3033 0.06
H 0.0875 1.4822 2.4022 0.12
H -0.3962 2.5569 1.0319 0.09
H 2.7359 -2.3324 1.0965 0.01
H 2.4729 -0.8548 0.7124 -0.01
O 3.0093 -1.4442 1.3370 -0.12
H 0.9235 -1.2529 2.4144 0.02
H -0.2788 -2.1495 2.2033 0.02
O 0.1778 -1.6610 2.8901 -0.08
H -1.3432 3.2969 -0.5819 0.01
H -2.4462 2.3147 -0.9806 0.02
O -2.2173 3.2488 -0.9867 -0.07


Which structure is the least stable? The one labeled two.


one:
10
Properties=species:S:1:pos:R:3:lowdin_charge:R:1 method="wB97M-V/def2-TZVPD" lumo_ev=3.78 mol_weight_da=119.12 multiplicity=1 smiles="O=NN/C=C(/O)[S-]" e_homo_ev=-2.59 gap_ev=6.37 charge=-1
O 3.2172 0.2694 0.0055 -0.22
N 2.0406 -0.2008 0.0921 -0.13
N 1.1273 0.7055 -0.0583 -0.07
C -0.2360 0.5890 -0.0129 -0.19
C -1.0426 -0.6519 0.0195 -0.94
O -2.3906 -0.3861 0.1230 -0.13
S -0.5697 -2.2456 -0.0766 0.44
H 1.4714 1.6671 -0.2244 0.14
H -0.7965 1.5069 0.0058 0.07
H -2.8212 -1.2535 0.1262 0.04


two:
10
Properties=species:S:1:pos:R:3:lowdin_charge:R:1 method="wB97M-V/def2-TZVPD" lumo_ev=3.79 mol_weight_da=119.12 multiplicity=1 smiles="C=[N+]([O-])NC([O-])=S" e_homo_ev=-3.64 gap_ev=7.44 charge=-1
C 1.1810 -0.9410 -0.3134 0.00
N 1.1010 0.2850 0.0554 -0.36
O 2.0067 1.0887 0.3093 -0.09
N -0.2996 0.7512 0.3276 0.02
C -1.6019 0.2842 -0.0559 -1.03
O -2.4303 1.0643 -0.5791 -0.12
S -1.8624 -1.3661 0.3953 0.41
H 0.2225 -1.4580 -0.3295 -0.06
H 2.1652 -1.4819 -0.3376 0.10
H -0.4822 1.7735 0.5279 0.14


Which structure is the least stable? The one labeled two.


one:
10
Properties=species:S:1:pos:R:3:lowdin_charge:R:1 method="wB97M-V/def2-TZVPD" lumo_ev=0.55 mol_weight_da=80.06 multiplicity=1 e_homo_ev=-10.37 gap_ev=10.92 charge=0
C 1.0651 -0.1312 -0.9603 -0.09
C -1.0301 0.5906 -1.2776 -0.09
O -1.5970 -0.0807 1.5675 -0.13
O -0.2690 -0.5048 -1.2576 -0.11
F -2.3082 0.2108 -1.4855 0.01
H 0.9969 -0.1619 0.1828 0.12
H 1.3531 0.8489 -1.1957 0.06
H 1.6695 -0.8540 -1.5393 0.11
H -1.8543 -0.8884 1.0038 0.07
H -1.7120 0.7715 1.0194 0.05


two:
10
Properties=species:S:1:pos:R:3:lowdin_charge:R:1 method="wB97M-V/def2-TZVPD" lumo_ev="0.41 / -0.01" mol_weight_da=80.06 multiplicity=1 e_homo_ev="-8.84 / -8.14" gap_ev="9.25 / 8.13" charge=0
C 1.2712 1.0078 0.1841 -0.26
C -1.0956 -0.9737 0.2698 -0.23
O -1.4065 -1.5572 -0.8610 0.10
O 1.1260 -0.3643 -0.1621 -0.27
F -1.5664 0.2089 0.4883 0.11
H 2.0208 1.4336 -0.5076 0.07
H 1.6642 1.1790 1.1872 0.06
H 0.4151 1.5660 -0.1558 0.05
H -0.9813 -1.5269 1.2509 0.18
H -1.4475 -0.9731 -1.6938 0.19


Which structure is the least stable? The one labeled two.